No. 1
The following is a quantum chemistry calculation of the molecule C4H9NO, from the OMol25 dataset.

Geometry as XYZ:
```
15
C4H9NO, DFT ωB97M-V with the def2-TZVPD basis set
C 2.087 0.716 0.626
C 1.453 -0.078 -0.512
N 0.000 0.006 -0.462
C -0.590 -0.876 0.222
O -1.917 -0.929 0.392
C -2.663 0.049 -0.324
H 1.830 0.264 1.592
H 3.178 0.736 0.532
H 1.718 1.747 0.628
H 1.804 -1.121 -0.474
H 1.781 0.331 -1.474
H -0.110 -1.705 0.757
H -3.707 -0.125 -0.061
H -2.511 -0.073 -1.400
H -2.352 1.059 -0.043
```

Values from the calculation:
Energy above the lowest of the compared OMol25 structures with the same formula, charge and spin (kJ/mol): 139.25
HOMO energy (eV): -9.695

No. 2
The following is a quantum chemistry calculation of a cluster of 2 separate species, C5H15NO2 in total at a distorted geometry, from the OMol25 dataset.

Geometry as XYZ:
```
23
C5H15NO2, DFT ωB97M-V with the def2-TZVPD basis set
C 1.783 1.141 -0.847
N 0.544 0.916 -0.154
C -0.305 -0.118 -0.773
C -0.789 -1.167 0.298
C 0.313 -1.715 1.192
C -0.165 -3.032 1.801
O 0.751 -0.760 2.160
H 1.607 1.720 -1.780
H 2.495 0.301 -1.206
H 2.545 1.672 -0.292
H 0.766 0.782 0.823
H 0.247 -0.661 -1.551
H -1.154 0.398 -1.216
H -1.613 -0.703 0.862
H -1.213 -2.027 -0.272
H 1.213 -1.971 0.612
H 0.679 -3.608 2.221
H -0.977 -3.041 2.541
H -0.481 -3.718 1.035
H 0.281 -0.830 2.992
O -1.796 5.437 -2.737
H -2.358 6.204 -2.581
H -2.374 4.781 -3.127
```

Values from the calculation:
Energy above the lowest of the compared OMol25 structures with the same formula, charge and spin (kJ/mol): 156.43
HOMO energy (eV): -8.211

No. 3
The following is a quantum chemistry calculation of a cluster of 2 separate species, C10H15ClNOS in total at a distorted geometry, from the OMol25 dataset.

Geometry as XYZ:
```
29
C10H15ClNOS, DFT ωB97M-V with the def2-TZVPD basis set
C -0.402 -3.303 -3.320
C 0.291 -2.187 -3.662
C -0.333 -3.674 -1.975
C 1.033 -1.371 -2.767
C 0.256 -2.931 -1.066
C 1.014 -1.796 -1.473
C -1.175 3.198 1.308
C -1.256 1.673 1.157
C 0.077 1.025 1.772
C 1.375 1.341 1.096
N 1.640 -0.951 -0.479
O 0.133 0.830 -1.225
S 1.357 0.636 -0.563
Cl 2.729 1.892 -1.421
H -1.026 -3.839 -4.011
H 0.232 -1.851 -4.657
H -0.889 -4.457 -1.568
H 1.835 -0.646 -3.215
H 0.468 -3.328 -0.048
H -0.343 3.763 0.760
H -1.976 3.868 1.265
H -0.846 3.405 2.384
H -1.391 1.244 0.142
H -2.061 1.238 1.842
H 0.092 1.414 2.796
H -0.295 0.028 2.068
H 2.205 0.859 1.671
H 1.621 2.413 0.970
H 2.898 -1.308 0.059
```

Values from the calculation:
Energy above the lowest of the compared OMol25 structures with the same formula, charge and spin (kJ/mol): 504.88
Charge: +1
HOMO energy (eV): -13.001

No. 4
The following is a quantum chemistry calculation of a structure of composition C36H54MoN5O2P2 at a distorted geometry, from the OMol25 dataset.

Geometry as XYZ:
```
100
C36H54MoN5O2P2, DFT ωB97M-V with the def2-TZVPD basis set
C -1.421 -1.353 -2.350
C 0.670 -2.191 -1.756
C -1.481 -2.195 -3.465
C 0.516 -3.255 -2.693
C -0.545 -3.233 -3.577
H -2.276 -2.024 -4.192
H 1.281 -4.028 -2.703
H -0.673 -3.987 -4.357
N -0.454 -1.460 -1.408
P -2.591 0.000 -0.314
P 2.342 -0.474 -0.200
C -2.466 -0.277 -2.129
H -2.160 0.648 -2.647
H -3.428 -0.588 -2.564
C 1.915 -1.837 -1.210
H 2.720 -2.565 -1.326
C 3.661 0.161 -1.528
C 3.371 -1.134 1.323
C -3.393 1.719 -0.232
C -3.729 -1.485 0.077
C 3.680 1.670 -1.272
H 4.123 1.903 -0.294
H 4.293 2.154 -2.048
H 2.675 2.105 -1.292
C 5.080 -0.414 -1.389
H 5.564 -0.185 -0.434
H 5.108 -1.497 -1.571
H 5.695 0.051 -2.178
C 3.237 -0.151 -2.977
H 3.814 0.495 -3.659
H 3.434 -1.195 -3.260
H 2.177 0.050 -3.162
C 4.176 0.063 1.858
H 3.505 0.892 2.126
H 4.706 -0.242 2.774
H 4.927 0.443 1.159
C 2.443 -1.579 2.456
H 1.803 -0.764 2.817
H 1.823 -2.436 2.184
H 3.072 -1.898 3.304
C 4.262 -2.339 0.990
H 5.065 -2.122 0.284
H 4.748 -2.664 1.922
H 3.674 -3.184 0.612
C -4.169 -1.343 1.538
H -4.846 -2.178 1.768
H -3.318 -1.413 2.231
H -4.719 -0.412 1.725
C -2.997 -2.831 -0.085
H -2.698 -3.026 -1.120
H -2.123 -2.932 0.560
H -3.707 -3.622 0.202
C -4.956 -1.576 -0.848
H -5.562 -2.424 -0.493
H -5.587 -0.684 -0.827
H -4.682 -1.800 -1.887
C -2.546 2.742 -1.011
H -2.525 2.545 -2.089
H -3.002 3.736 -0.870
H -1.511 2.798 -0.646
C -3.426 2.160 1.237
H -2.415 2.299 1.640
H -3.949 3.125 1.296
H -3.964 1.454 1.881
C -4.820 1.701 -0.799
H -4.865 1.300 -1.821
H -5.514 1.147 -0.152
H -5.182 2.740 -0.838
Mo -0.190 0.021 0.242
C -0.439 -1.419 1.465
O -0.616 -2.327 2.218
N 0.231 1.019 -1.503
C 0.669 1.455 -2.506
C 0.744 2.391 -3.573
C 0.480 3.747 -3.287
C 1.037 1.988 -4.901
C 0.528 4.692 -4.308
H 0.243 4.032 -2.257
C 1.113 2.947 -5.906
H 1.194 0.924 -5.109
C 0.844 4.290 -5.614
H 0.331 5.742 -4.082
H 1.390 2.637 -6.920
H 0.897 5.036 -6.408
C 2.561 4.373 2.325
N 1.623 3.302 2.661
C 1.439 2.961 3.966
C 0.499 2.029 4.288
C -0.173 1.376 3.239
N 0.251 1.481 1.956
C 1.006 2.600 1.624
O 1.120 2.985 0.441
N -1.246 0.604 3.488
H 2.240 5.322 2.770
H 2.610 4.478 1.241
H 3.562 4.139 2.712
H 2.047 3.507 4.686
H 0.254 1.789 5.312
H -1.662 0.594 4.405
H -1.824 0.257 2.720
```

Values from the calculation:
Spin multiplicity: 3
Charge: +3
HOMO energy (spin up / spin down) (eV): -16.368 / -15.778

No. 5
The following is a quantum chemistry calculation of a cluster of 8 separate species, C58H129F3N6O7 in total at a distorted geometry, from the OMol25 dataset.

Geometry as XYZ:
```
203
C58H129F3N6O7, DFT ωB97M-V with the def2-TZVPD basis set
C -1.600 1.207 0.083
C -2.223 0.324 -1.032
O -2.112 -0.917 -1.003
O -2.719 0.921 -2.036
H -1.611 0.579 0.974
H -2.250 2.031 0.373
H -0.585 1.468 -0.208
C -1.916 -5.413 -1.382
C -1.670 -5.355 0.166
C -1.677 -3.920 0.667
C -1.360 -3.807 2.156
N -1.323 -2.350 2.708
C -0.218 -1.581 2.003
C 0.385 -0.593 2.993
C -0.240 -0.877 4.340
C -0.762 -2.336 4.122
C -2.636 -1.581 2.488
C -3.865 -2.204 3.162
C -5.024 -1.217 3.046
H -1.805 -6.438 -1.733
H -1.283 -4.719 -1.941
H -2.900 -5.074 -1.715
H -0.713 -5.843 0.367
H -2.378 -6.015 0.669
H -2.632 -3.442 0.442
H -0.967 -3.330 0.081
H -0.431 -4.303 2.432
H -2.206 -4.207 2.716
H -0.532 -1.204 1.029
H 0.474 -2.379 1.721
H 0.126 0.449 2.786
H 1.474 -0.601 3.010
H -1.027 -0.172 4.599
H 0.526 -0.882 5.113
H -1.598 -2.730 4.697
H 0.072 -3.019 3.967
H -2.902 -1.550 1.431
H -2.323 -0.579 2.779
H -3.756 -2.446 4.220
H -4.198 -3.157 2.748
H -5.509 -1.022 2.086
H -4.736 -0.191 3.290
H -5.865 -1.445 3.702
C 2.821 1.267 0.887
C 3.912 1.812 1.803
C 3.684 1.668 3.284
C 4.904 1.787 4.172
N 4.526 1.616 5.646
C 5.768 1.318 6.467
C 5.358 0.620 7.732
C 4.021 -0.036 7.430
C 3.663 0.388 5.982
C 3.772 2.817 6.308
C 4.375 4.163 6.040
C 3.701 5.244 6.922
H 1.883 1.817 0.978
H 2.723 0.207 1.129
H 3.082 1.309 -0.172
H 4.154 2.844 1.543
H 4.792 1.224 1.518
H 3.306 0.662 3.506
H 2.765 2.169 3.606
H 5.381 2.760 4.073
H 5.505 0.913 3.925
H 6.401 2.190 6.615
H 6.258 0.571 5.841
H 5.338 1.290 8.591
H 6.172 -0.060 7.985
H 3.178 0.375 7.988
H 3.992 -1.098 7.667
H 2.618 0.637 5.810
H 4.036 -0.404 5.329
H 3.724 2.663 7.386
H 2.761 2.809 5.899
H 4.171 4.344 4.986
H 5.448 4.201 6.235
H 4.148 6.191 6.618
H 3.847 5.078 7.989
H 2.633 5.409 6.778
C 1.551 -0.660 -2.064
C 1.303 -2.049 -1.456
C 2.498 -2.986 -1.754
C 2.246 -4.384 -1.225
N 3.390 -5.393 -1.279
C 4.595 -4.938 -0.488
C 5.503 -4.269 -1.492
C 5.208 -4.912 -2.881
C 3.808 -5.577 -2.757
C 2.846 -6.672 -0.658
C 1.618 -7.264 -1.358
C 1.470 -8.802 -1.197
H 1.558 -0.771 -3.151
H 2.510 -0.199 -1.825
H 0.749 0.031 -1.808
H 0.425 -2.446 -1.967
H 1.174 -1.981 -0.376
H 3.364 -2.617 -1.201
H 2.708 -2.917 -2.823
H 1.463 -4.799 -1.859
H 2.005 -4.279 -0.167
H 5.075 -5.853 -0.145
H 4.209 -4.327 0.325
H 6.548 -4.422 -1.230
H 5.327 -3.195 -1.529
H 6.016 -5.628 -3.005
H 5.100 -4.158 -3.656
H 3.845 -6.657 -2.891
H 3.101 -5.168 -3.474
H 2.594 -6.460 0.381
H 3.630 -7.426 -0.715
H 1.743 -7.213 -2.443
H 0.712 -6.718 -1.105
H 1.125 -8.999 -0.179
H 2.381 -9.385 -1.330
H 0.711 -9.206 -1.864
C -2.036 0.882 -5.369
C -1.589 -0.417 -4.797
O -0.477 -0.826 -4.962
N -2.580 -1.258 -3.987
H -2.821 -0.755 -3.128
H -3.385 -1.213 -4.611
C -2.158 -2.718 -3.792
H -2.597 0.655 -6.281
H -1.183 1.467 -5.704
H -2.687 1.477 -4.729
H -2.956 -3.203 -3.237
H -1.287 -2.610 -3.148
H -1.809 -3.224 -4.688
C 2.946 4.922 -7.546
C 3.328 5.331 -6.134
N 3.886 4.152 -5.295
C 5.071 3.454 -5.971
C 4.238 4.702 -3.888
C 4.912 3.702 -2.933
C 2.897 2.972 -5.264
C 1.501 3.245 -4.651
O 1.670 3.510 -3.290
C 0.437 3.406 -2.545
H 3.733 4.503 -8.171
H 2.526 5.763 -8.098
H 2.144 4.182 -7.563
H 2.498 5.772 -5.586
H 4.183 6.006 -6.109
H 5.498 2.659 -5.368
H 5.819 4.242 -6.098
H 4.905 3.233 -7.022
H 3.278 5.005 -3.476
H 4.813 5.609 -4.072
H 4.316 2.848 -2.614
H 5.115 4.300 -2.045
H 5.838 3.311 -3.353
H 3.330 2.175 -4.659
H 2.834 2.515 -6.250
H 0.922 2.339 -4.866
H 0.936 4.035 -5.155
H 0.148 2.352 -2.561
H -0.352 4.006 -3.000
H 0.497 3.667 -1.490
C -8.161 3.674 -1.215
C -8.158 2.284 -0.694
N -6.924 1.405 -1.017
C -5.728 2.123 -0.362
C -7.126 0.080 -0.233
C -6.240 -1.073 -0.777
C -6.616 1.293 -2.544
C -7.871 0.871 -3.347
O -8.540 -0.230 -2.841
C -9.340 -1.041 -3.704
H -7.396 4.275 -0.723
H -9.123 4.122 -0.967
H -8.005 3.780 -2.288
H -9.022 1.718 -1.052
H -8.353 2.228 0.379
H -5.526 3.084 -0.830
H -4.842 1.513 -0.539
H -5.981 2.277 0.684
H -8.183 -0.106 -0.413
H -6.941 0.290 0.817
H -6.380 -1.362 -1.813
H -6.358 -1.926 -0.107
H -5.228 -0.760 -0.503
H -5.826 0.559 -2.691
H -6.209 2.286 -2.718
H -7.568 0.656 -4.377
H -8.564 1.718 -3.363
H -9.888 -1.761 -3.104
H -8.666 -1.608 -4.353
H -9.916 -0.414 -4.385
C -0.034 3.671 4.538
O -1.438 3.498 4.333
O 0.571 2.424 4.611
C 0.642 4.666 3.529
F -0.080 5.813 3.499
F 1.894 4.985 3.853
F 0.753 4.223 2.258
C -2.030 3.009 3.183
C -3.500 3.397 3.058
H -3.481 4.478 2.938
H -3.871 2.929 2.141
H -4.081 2.983 3.881
H -1.789 1.953 3.003
H -1.548 3.480 2.315
H -0.069 4.216 5.486
```

Values from the calculation:
Energy above the lowest of the compared OMol25 structures with the same formula, charge and spin (kJ/mol): 0.00
Charge: +4
HOMO energy (eV): -13.229

No. 6
The following is a quantum chemistry calculation of a cluster of 2 separate species, C4H9FN2O in total at a distorted geometry, from the OMol25 dataset.

Geometry as XYZ:
```
17
C4H9FN2O, DFT ωB97M-V with the def2-TZVPD basis set
C -2.781 0.401 -0.294
C -1.355 0.296 0.144
O -0.723 1.467 0.260
N -0.691 -0.760 0.403
F -1.442 -1.925 0.266
H -3.409 -0.238 0.323
H -3.105 1.434 -0.223
H -2.863 0.063 -1.326
H 0.210 1.314 0.484
C 1.797 0.462 -1.070
N 1.461 -0.535 -0.393
C 2.137 -0.862 0.821
H 2.579 1.181 -0.789
H 1.287 0.642 -2.006
H 2.873 -0.110 1.140
H 1.385 -1.012 1.593
H 2.639 -1.818 0.668
```

Values from the calculation:
Energy above the lowest of the compared OMol25 structures with the same formula, charge and spin (kJ/mol): 263.47
HOMO energy (eV): -8.807